(1)
Entry from the OMol25 dataset: a 2-piece molecular cluster, C4H9O2 overall (ωB97M-V/def2-TZVPD).

Last column: Mulliken charge in e.
Geometry (Å):
H (0.389, -0.374, 1.110)  0.165
H (2.557, -0.260, 1.685)  0.217
O (-2.021, 0.624, -0.051)  -0.542
H (0.091, 0.625, -2.674)  0.298
H (0.445, -2.398, 1.434)  0.319
H (-0.333, -0.811, -1.781)  0.208
C (-0.960, 0.910, -0.584)  0.681
C (0.895, -1.389, 1.190)  -0.409
H (-1.740, 0.163, -2.429)  0.298
H (1.084, -1.651, 0.094)  0.058
O (-0.118, 1.739, -0.221)  -0.306
C (-0.713, 0.110, -2.073)  -0.627
H (2.542, -1.544, 2.772)  0.275
H (3.057, -1.892, 0.915)  0.232
C (2.282, -1.426, 1.641)  -0.868

* HOMO (alpha / beta): -10.681 / -10.456 eV
* lowest unoccupied orbital energy (alpha / beta): 0.783 / -3.566 eV
* spin multiplicity: 2
* net charge: 0

(2)
Entry from the OMol25 dataset: C13H27CuN3O2V as an isolated structure (ωB97M-V/def2-TZVPD).

Last column: Mulliken charge in e.
Geometry (Å):
H (1.307, -4.010, -1.701)  0.481
H (-0.825, 2.450, -2.433)  0.456
N (-0.139, 1.649, -0.538)  0.564
N (-0.765, -1.557, -0.516)  0.501
C (0.053, 0.070, 2.039)  1.295
H (-0.419, 4.242, -1.510)  0.471
H (-1.672, -3.680, -1.931)  0.423
H (1.242, -2.652, 1.096)  0.037
C (-2.206, -1.268, -0.593)  -0.968
H (2.444, 2.206, -0.294)  0.234
H (-1.468, 3.729, 0.695)  0.348
C (-0.184, -2.926, -0.532)  1.132
O (3.903, -1.074, 1.125)  -0.381
O (1.151, 0.018, 2.601)  -0.533
C (-1.237, -3.941, -0.950)  -1.875
H (-2.046, 0.591, 1.915)  0.355
C (-0.459, 3.481, 1.078)  -1.324
H (0.665, -4.332, 0.912)  0.441
C (-1.067, 1.688, -1.677)  -1.269
C (2.752, -1.230, 0.725)  0.560
H (-2.390, -0.296, -0.104)  0.242
H (2.281, 3.572, 0.814)  0.534
C (0.943, -2.987, -1.569)  -1.252
H (-2.822, -1.999, -0.045)  0.378
H (1.119, 3.469, -1.981)  0.467
H (-0.779, -4.933, -1.027)  0.456
H (-0.564, 2.830, 1.961)  0.155
N (1.889, -0.510, 0.050)  0.154
C (-1.276, 0.341, 2.666)  -1.339
H (1.859, 1.935, 1.307)  0.344
H (1.798, -2.359, -1.279)  0.052
H (-1.202, 1.205, 3.349)  0.467
H (-0.415, -3.101, 1.632)  0.326
H (-2.033, -4.007, -0.204)  0.469
H (-1.098, 0.729, -2.214)  0.281
H (-0.018, 4.423, 1.420)  0.476
C (0.432, 2.910, -0.031)  1.106
C (0.367, -3.277, 0.865)  -1.091
C (0.563, 3.919, -1.158)  -1.995
C (1.824, 2.639, 0.490)  -1.475
V (0.141, -0.055, 0.072)  -0.230
H (-1.633, -0.559, 3.193)  0.377
H (0.587, -2.601, -2.538)  0.385
H (1.084, 4.815, -0.790)  0.448
H (-2.073, 1.912, -1.316)  0.441
Cu (2.995, -0.273, -1.455)  0.449
H (-2.609, -1.198, -1.617)  0.426

* HOMO (alpha / beta): -15.820 / -15.819 eV
* lowest unoccupied orbital energy (alpha / beta): -9.200 / -9.201 eV
* spin multiplicity: 1
* net charge: +2

(3)
Entry from the OMol25 dataset: a 3-piece molecular cluster, C25H42N2O3 overall (ωB97M-V/def2-TZVPD).

Last column: Mulliken charge in e.
Geometry (Å):
O (-1.909, -0.496, -0.879)  -0.553
N (-3.377, 4.782, 1.559)  0.211
H (-4.369, 3.581, 0.157)  0.447
H (0.719, -5.074, -3.518)  0.342
H (-0.883, 6.488, 3.170)  0.446
H (-2.708, 3.928, -0.214)  -0.120
H (-0.744, 0.054, 0.777)  0.151
H (2.395, -6.705, -3.757)  0.369
C (-0.347, -6.193, -0.536)  -0.637
C (1.730, 0.659, 1.749)  -0.342
C (1.855, 1.450, 0.560)  0.308
C (4.304, -2.435, 1.014)  -0.487
C (4.579, -0.654, -1.608)  -0.470
H (5.417, -4.069, -0.244)  0.360
H (-1.561, 4.916, 3.608)  0.321
C (0.621, -7.103, 0.212)  -0.953
H (0.515, -2.635, -2.249)  0.343
O (3.760, 2.370, -0.829)  -0.567
C (2.047, -6.553, -2.731)  -0.877
H (-2.478, 6.689, 1.278)  0.267
N (0.212, -5.257, -1.508)  0.160
H (-1.370, -1.315, -0.834)  0.310
H (-5.812, 6.484, 1.222)  0.264
H (-0.023, 2.769, 0.847)  0.188
C (-4.058, 5.474, -0.806)  -1.168
H (2.048, -3.422, -2.678)  0.382
C (3.228, 1.366, -0.289)  0.049
H (-3.425, 6.363, -0.752)  0.263
H (0.778, 0.688, 2.399)  0.463
H (-5.094, 5.773, -0.647)  0.252
H (-0.709, 2.051, -1.795)  0.341
C (-3.626, 4.388, 0.174)  -0.244
H (-0.906, -5.610, 0.207)  0.372
H (4.639, 0.018, -2.531)  0.343
H (0.998, -7.904, -0.424)  0.229
C (3.880, -0.110, -0.342)  0.463
H (-1.401, 5.306, 1.142)  0.426
C (0.682, 2.413, 0.014)  -0.533
H (1.114, 3.296, -0.590)  0.337
H (-4.499, 7.268, 2.119)  0.250
C (-4.568, 5.088, 2.345)  -0.707
H (1.472, -6.558, 0.628)  0.250
H (-3.993, 5.092, -1.830)  0.454
H (-5.914, 6.653, 2.966)  0.374
H (2.011, -4.687, -0.527)  0.159
H (-1.106, -6.813, -1.029)  0.356
C (-5.225, 6.452, 2.140)  -0.958
H (5.627, -2.543, -2.478)  0.334
C (1.420, -3.097, -1.845)  -0.962
H (4.191, -3.036, 1.979)  0.361
H (0.518, 0.731, -1.438)  0.229
H (-2.148, 1.207, 0.303)  0.090
C (0.687, -5.856, -2.751)  -0.708
C (1.080, -4.248, -0.906)  -0.425
H (2.810, -5.967, -2.214)  0.181
H (1.975, -2.328, -1.299)  -0.016
H (1.990, -7.538, -2.267)  0.276
C (3.731, -0.988, 0.957)  0.492
C (5.005, -2.994, -0.250)  -0.373
H (-2.541, 6.390, 3.755)  0.315
H (-0.065, -6.562, -3.124)  0.382
C (-0.240, 1.453, -0.940)  -0.458
C (-1.791, 5.880, 3.145)  -1.517
H (-4.311, 4.993, 3.406)  0.390
H (0.564, -3.814, -0.043)  0.437
C (-2.253, 5.703, 1.704)  -0.296
H (-5.320, 4.307, 2.184)  0.344
C (-1.279, 0.565, -0.103)  -0.086
C (2.939, -0.315, 2.194)  -0.030
C (5.136, -2.107, -1.540)  -0.429
H (0.104, -7.582, 1.049)  0.399
O (3.270, -0.518, 3.384)  -0.561

* HOMO: -8.243 eV
* lowest unoccupied orbital energy: -1.222 eV
* spin multiplicity: 1
* SMILES string: O=C1C=C(CCCO)C(=O)c2ccccc21.CCN(CC)CC.CCN(CC)CC
* net charge: 0

Relative energy (zero: lowest compared OMol25 entry of this formula, charge and spin) readings, ordered: 187.20, 99.63, 0.00 kJ/mol
Largest force on an atom readings, ordered: 0.12487, 0.16105, 0.08898 hartree/bohr